(1)
Entry from the Open Molecules 2025 dataset: a structure of composition C6H16BrCuO6S2 at a distorted geometry (ωB97M-V/def2-TZVPD).

CARTESIAN COORDINATES (ANGSTROEM)
Cu -3.62 0.65 1.04
Br -1.80 -1.25 0.03
O 3.26 -3.97 2.41
S 1.85 -3.75 2.64
O 1.26 -3.73 3.97
O 1.38 -2.46 1.72
C 1.72 -2.45 0.34
C 2.22 -1.10 0.02
C 0.87 -5.12 1.71
H 0.84 -2.59 -0.30
H 2.48 -3.13 -0.05
H 2.96 -0.63 0.67
H 1.31 -0.50 0.04
H 2.58 -1.03 -1.00
H 0.83 -6.09 2.21
H 1.31 -5.22 0.72
H -0.15 -4.80 1.50
O -2.21 2.30 0.08
S -1.46 3.54 0.14
O -0.81 3.84 1.39
O -0.36 3.63 -1.13
C -0.59 2.84 -2.28
C -0.44 1.37 -2.06
C -2.56 4.92 -0.37
H 0.23 3.04 -2.97
H -1.48 3.08 -2.86
H -0.25 0.90 -3.02
H -1.43 1.04 -1.73
H 0.42 1.25 -1.40
H -2.09 5.90 -0.48
H -3.35 4.90 0.38
H -2.90 4.63 -1.36

HOMO level (spin up / spin down): -13.2 / -13.2 eV
Charge: +1
Spin multiplicity: 2
Energy: -155107.7493 eV
<S²>: 0.75
LUMO (spin up / spin down): -5.633 / -8.147 eV
Frontier orbital gap (spin up / spin down): 0.2791 / 0.1867 Ha

=====

(2)
Entry from the Open Molecules 2025 dataset: the molecule C3H6O2S at a distorted geometry (ωB97M-V/def2-TZVPD).

CARTESIAN COORDINATES (ANGSTROEM)
O -0.26 -1.98 -0.64
C 0.52 -0.85 -1.02
C -0.08 0.34 -0.38
O 0.13 0.28 1.01
C -0.33 1.26 1.81
S -1.17 2.56 1.38
H 0.18 -2.78 -0.91
H 0.39 -0.63 -2.11
H 1.51 -0.90 -0.65
H 0.34 1.27 -0.77
H -1.14 0.41 -0.61
H -0.09 1.02 2.88

HOMO level: -9.0 eV
Structure (SMILES): OCCOC=S
Energy: -18137.3997 eV
LUMO: 0.583 eV
Frontier orbital gap: 0.3523 Ha

=====

Short version: energy above the lowest of the compared OMol25 structures with the same formula, charge and spin = 154.6, 149.3 kJ/mol, in the order given.